1.
The ion C4H13N3 with charge +1, computed with wB97M-V/def2-TZVPD.

Summary:
<S²> = 0.755
ΔE to the lowest compared entry with this formula, charge and spin = 38.83 kcal per mole
LUMO (alpha / beta) = -3.00 / -8.12 eV
strongest force on any atom = 0.0741 hartree/bohr
HOMO level (alpha / beta) = -13.582 / -13.550 eV

Geometry as ORCA input:
```
! wB97M-V def2-TZVPD RIJCOSX def2/J DEFGRID3
* xyz 1 2
C 1.451 0.849 0.502
N 2.877 0.555 0.353
C 0.572 -0.273 -0.069
C 0.516 -1.382 0.980
N -0.930 0.172 -0.126
C -1.815 -0.133 -1.255
N -3.114 0.500 -1.040
H 1.329 1.077 1.590
H 0.995 1.739 -0.191
H 3.244 0.593 -0.606
H 3.325 1.331 0.846
H 1.093 -0.609 -0.998
H 1.529 -1.619 1.358
H 0.037 -1.026 1.856
H -0.008 -2.376 0.654
H -1.420 -0.109 0.716
H -2.031 -1.219 -1.405
H -1.335 0.307 -2.147
H -3.515 0.162 -0.120
H -2.800 1.460 -0.899
*
```

Löwdin atomic charge list, values in e, 2 entries:
1 C -0.272
2 N 0.011



2.
A structure of composition C4H4Br2O, computed with wB97M-V/def2-TZVPD.

Summary:
<S²> = 2.010
ΔE to the lowest compared entry with this formula, charge and spin = 57.11 kcal per mole
LUMO (alpha / beta) = 0.37 / -4.09 eV
strongest force on any atom = 0.0713 hartree/bohr
HOMO level (alpha / beta) = -6.116 / -9.734 eV

Geometry as ORCA input:
```
! wB97M-V def2-TZVPD RIJCOSX def2/J DEFGRID3
* xyz 0 3
C 0.593 -0.536 0.285
C 0.379 0.505 1.380
C 0.583 0.119 -1.060
C -0.657 -0.182 -0.420
O 0.916 1.541 1.201
Br -1.687 -1.913 -0.924
Br -2.133 1.026 -0.019
H 0.850 -1.644 0.481
H -0.588 0.293 2.017
H 0.949 1.145 -0.896
H 0.794 -0.354 -2.045
*
```

Löwdin atomic charge list, values in e, 2 entries:
1 C -0.249
2 C -0.342



3.
An isolated molecule of C6H7NO, computed with wB97M-V/def2-TZVPD.

Summary:
structure (SMILES) = N#C[C@]1(O)C=CCC1
ΔE to the lowest compared entry with this formula, charge and spin = 75.85 kcal per mole
LUMO = 0.66 eV
strongest force on any atom = 0.1725 hartree/bohr
HOMO level = -10.244 eV

Geometry as ORCA input:
```
! wB97M-V def2-TZVPD RIJCOSX def2/J DEFGRID3
* xyz 0 1
N -2.767 0.327 -0.923
C -1.568 0.247 -0.587
C -0.270 -0.119 0.269
O -0.995 -0.757 1.214
C 0.446 1.115 0.577
C 1.706 1.031 0.060
C 2.194 -0.373 -0.499
C 0.809 -1.096 -0.334
H -1.898 -0.420 1.464
H -0.152 2.008 0.935
H 2.414 1.986 -0.005
H 2.286 -0.317 -1.652
H 3.156 -0.815 0.037
H 0.867 -1.979 0.448
H 0.755 -1.514 -1.399
*
```

Löwdin atomic charge list, values in e, 2 entries:
1 N 0.101
2 C -0.077



4.
A cluster of 3 separate species, C2H11NO3 in total, computed with wB97M-V/def2-TZVPD.

Summary:
structure (SMILES) = CNCO.O.O
ΔE to the lowest compared entry with this formula, charge and spin = 22.04 kcal per mole
LUMO = 0.54 eV
strongest force on any atom = 0.0289 hartree/bohr
HOMO level = -9.139 eV

Geometry as ORCA input:
```
! wB97M-V def2-TZVPD RIJCOSX def2/J DEFGRID3
* xyz 0 1
C 2.206 -0.062 -0.509
N 1.998 -0.554 0.863
C 0.659 -0.855 1.240
O -0.298 0.170 0.932
H 1.711 -0.792 -1.170
H 3.269 0.086 -0.698
H 1.599 0.832 -0.713
H 2.495 -0.052 1.582
H 0.305 -1.737 0.729
H 0.651 -1.018 2.318
H 0.161 0.979 1.191
O -2.726 -1.496 -0.340
H -3.635 -1.810 -0.364
H -2.593 -0.951 -1.122
O -2.049 2.799 -1.390
H -2.595 2.020 -1.239
H -1.156 2.443 -1.309
*
```

Löwdin atomic charge list, values in e, 2 entries:
1 C -0.111
2 N -0.119